Entry 1:
Density functional theory data (ωB97M-V with the def2-TZVPD basis set) for a cluster of 2 separate species, H3IP2S2 in total.

- structure (SMILES) = SP1#S#[PH]1.I
- energy above the lowest of the compared OMol25 structures with the same formula, charge and spin (kcal per mole) = 23.29

Bonds (Å) are listed after each position.
Atoms and positions in Å:
1 S -0.11 -3.19 -1.07  P2 2.038, H5 1.303
2 P -0.22 -1.17 -0.80  S1 2.038, S3 2.165, P4 2.143
3 S 1.70 -0.53 -0.05  P2 2.165, P4 2.115
4 P 1.24 -0.31 -2.10  P2 2.143, S3 2.115, H6 1.370
5 H -0.38 -3.09 0.20  S1 1.303
6 H 0.88 1.00 -2.26  P4 1.370
7 I -1.59 2.19 0.99  H8 1.660
8 H -1.24 2.34 -0.63  I7 1.660

---

Entry 2:
Density functional theory data (ωB97M-V with the def2-TZVPD basis set) for a cluster of 5 separate species, C41H76BClN3O11 in total.

- total charge = +1
- E_tot (a.u.) = -3084.6207

Bonds (Å) are listed after each position.
Atoms and positions in Å:
1 C 1.48 -7.68 -0.24  C2 1.568, H34 1.112, H35 1.114, H36 1.109
2 C 0.95 -7.95 -1.69  C1 1.568, C3 1.570, H37 1.108, H38 1.112
3 C -0.54 -8.45 -1.60  C2 1.570, C4 1.579, H39 1.115, H40 1.109
4 C -1.59 -7.37 -2.05  C3 1.579, C5 1.552, H41 1.113, H42 1.113
5 C -2.99 -7.88 -1.63  C4 1.552, C6 1.574, H43 1.115, H44 1.113
6 C -4.17 -7.02 -2.21  C5 1.574, C7 1.575, H45 1.110, H46 1.110
7 C -5.44 -7.36 -1.34  C6 1.575, C8 1.560, H47 1.116, H48 1.115
8 C -6.76 -6.74 -1.91  C7 1.560, C9 1.577, H49 1.110, H50 1.115
9 C -6.70 -5.17 -1.86  C8 1.577, C10 1.560, H51 1.118, H52 1.105
10 C -7.37 -4.56 -0.60  C9 1.560, C11 1.560, H53 1.112, H54 1.116
11 C -6.54 -4.67 0.72  C10 1.560, C12 1.572, H55 1.108, H56 1.112
12 C -5.17 -3.89 0.74  C11 1.572, C13 1.558, H57 1.110, H58 1.117
13 C -5.01 -2.78 -0.34  C12 1.558, C14 1.584, H59 1.115, H60 1.104
14 C -4.01 -1.63 0.11  C13 1.584, C15 1.542, H61 1.106, H62 1.115
15 C -2.68 -1.71 -0.67  C14 1.542, C16 1.452, C30 1.416
16 C -2.72 -1.22 -2.04  C15 1.452, N17 1.420, N20 1.320
17 N -3.94 -0.73 -2.58  C16 1.420, C18 1.260
18 C -3.71 0.17 -3.42  N17 1.260, O19 1.162
19 O -3.71 1.14 -4.06  C18 1.162
20 N -1.63 -1.24 -2.78  C16 1.320, N21 1.308
21 N -0.54 -1.74 -2.24  N20 1.308, C22 1.508, C25 1.338
22 C 0.61 -1.75 -3.21  N21 1.508, C23 1.564, H63 1.103, H64 1.111
23 C 0.14 -1.80 -4.70  C22 1.564, C24 1.558, H65 1.118, H66 1.103
24 C -0.60 -3.12 -5.06  C23 1.558, H67 1.107, H68 1.111, H69 1.118
25 C -0.32 -2.21 -1.01  N21 1.338, C26 1.528, C30 1.460
26 C 1.02 -2.73 -0.48  C25 1.528, Cl27 1.832, C28 1.598, H70 1.109
27 Cl 1.44 -4.37 -1.18  C26 1.832
28 C 2.21 -1.67 -0.60  C26 1.598, C29 1.553, H71 1.108, H72 1.127
29 C 3.51 -2.25 -1.22  C28 1.553, H73 1.109, H74 1.111, H75 1.113
30 C -1.48 -2.24 -0.13  C15 1.416, C25 1.460, B31 1.593
31 B -1.52 -2.81 1.36  C30 1.593, O32 1.370, O33 1.413
32 O -1.80 -2.08 2.48  B31 1.370, H76 0.974
33 O -1.22 -4.18 1.54  B31 1.413, H77 0.974
34 H 2.28 -6.91 -0.31  C1 1.112
35 H 0.68 -7.30 0.43  C1 1.114
36 H 1.88 -8.61 0.23  C1 1.109
37 H 0.98 -7.03 -2.30  C2 1.108
38 H 1.54 -8.78 -2.14  C2 1.112
39 H -0.80 -8.68 -0.54  C3 1.115
40 H -0.74 -9.38 -2.17  C3 1.109
41 H -1.33 -6.42 -1.53  C4 1.113
42 H -1.51 -7.23 -3.15  C4 1.113
43 H -3.18 -8.92 -2.00  C5 1.115
44 H -3.13 -7.88 -0.52  C5 1.113
45 H -4.41 -7.26 -3.26  C6 1.110
46 H -3.95 -5.93 -2.13  C6 1.110
47 H -5.55 -8.47 -1.32  C7 1.116
48 H -5.24 -7.05 -0.29  C7 1.115
49 H -7.67 -7.13 -1.39  C8 1.110
50 H -6.85 -7.05 -2.98  C8 1.115
51 H -7.31 -4.83 -2.73  C9 1.118
52 H -5.67 -4.80 -2.05  C9 1.105
53 H -7.70 -3.51 -0.79  C10 1.112
54 H -8.31 -5.13 -0.43  C10 1.116
55 H -6.36 -5.75 0.90  C11 1.108
56 H -7.19 -4.31 1.55  C11 1.112
57 H -4.36 -4.64 0.69  C12 1.110
58 H -5.07 -3.39 1.73  C12 1.117
59 H -4.52 -3.25 -1.22  C13 1.115
60 H -5.94 -2.27 -0.63  C13 1.104
61 H -3.86 -1.56 1.20  C14 1.106
62 H -4.45 -0.66 -0.20  C14 1.115
63 H 1.26 -2.63 -3.08  C22 1.103
64 H 1.25 -0.85 -3.06  C22 1.111
65 H 1.09 -1.81 -5.29  C23 1.118
66 H -0.39 -0.88 -5.02  C23 1.103
67 H -0.06 -4.03 -4.74  C24 1.107
68 H -0.87 -3.15 -6.14  C24 1.111
69 H -1.58 -3.14 -4.52  C24 1.118
70 H 0.98 -2.93 0.60  C26 1.109
71 H 1.92 -0.77 -1.18  C28 1.108
72 H 2.47 -1.29 0.43  C28 1.127
73 H 3.90 -3.13 -0.68  C29 1.109
74 H 3.44 -2.43 -2.32  C29 1.111
75 H 4.29 -1.47 -1.10  C29 1.113
76 H -1.56 -2.65 3.24  O32 0.974
77 H -0.41 -4.34 1.03  O33 0.974
78 O 3.86 -0.21 0.96  C79 1.214
79 C 4.06 0.53 1.91  O78 1.214, O80 1.331, C83 1.506
80 O 3.19 1.51 2.16  C79 1.331, C81 1.440
81 C 3.23 2.32 3.35  O80 1.440, C82 1.510, H84 1.092, H85 1.090
82 C 4.18 3.47 3.21  C81 1.510, H86 1.093, H87 1.086, H88 1.086
83 C 5.31 0.40 2.74  C79 1.506, H89 1.089, H90 1.089, H91 1.087
84 H 3.44 1.70 4.23  C81 1.092
85 H 2.22 2.70 3.49  C81 1.090
86 H 5.21 3.13 3.05  C82 1.093
87 H 4.16 4.10 4.09  C82 1.086
88 H 3.92 4.07 2.34  C82 1.086
89 H 6.12 0.93 2.24  C83 1.089
90 H 5.56 -0.65 2.83  C83 1.089
91 H 5.20 0.78 3.75  C83 1.087
92 O 2.75 5.76 3.23  C93 1.206
93 C 1.77 6.26 2.75  O92 1.206, O94 1.341, C97 1.508
94 O 0.76 5.48 2.34  C93 1.341, C95 1.435
95 C -0.51 5.97 1.92  O94 1.435, C96 1.515, H98 1.092, H99 1.090
96 C -0.50 6.37 0.45  C95 1.515, H100 1.089, H101 1.091, H102 1.089
97 C 1.70 7.75 2.51  C93 1.508, H103 1.090, H104 1.089, H105 1.087
98 H -0.85 6.78 2.57  C95 1.092
99 H -1.22 5.15 2.06  C95 1.090
100 H 0.21 7.18 0.27  C96 1.089
101 H -1.49 6.70 0.13  C96 1.091
102 H -0.18 5.53 -0.17  C96 1.089
103 H 2.21 7.99 1.58  C97 1.090
104 H 2.20 8.25 3.33  C97 1.089
105 H 0.68 8.14 2.48  C97 1.087
106 O -0.18 6.72 -2.35  C107 1.204
107 C -0.13 7.75 -2.98  O106 1.204, O108 1.343, C111 1.508
108 O 0.50 8.81 -2.46  C107 1.343, C109 1.434
109 C 0.77 10.02 -3.19  O108 1.434, C110 1.515, H112 1.091, H113 1.090
110 C -0.41 10.96 -3.15  C109 1.515, H114 1.091, H115 1.091, H116 1.091
111 C -0.86 7.89 -4.29  C107 1.508, H117 1.090, H118 1.089, H119 1.087
112 H 1.09 9.79 -4.21  C109 1.091
113 H 1.62 10.48 -2.69  C109 1.090
114 H -1.29 10.52 -3.62  C110 1.091
115 H -0.18 11.89 -3.66  C110 1.091
116 H -0.68 11.18 -2.12  C110 1.091
117 H -1.91 8.12 -4.10  C111 1.090
118 H -0.79 6.94 -4.82  C111 1.089
119 H -0.43 8.64 -4.95  C111 1.087
120 O 6.61 3.21 6.99  C121 1.202
121 C 6.67 4.39 6.73  O120 1.202, O122 1.345, C125 1.508
122 O 6.67 4.78 5.44  C121 1.345, C123 1.432
123 C 6.55 6.14 5.01  O122 1.432, C124 1.515, H126 1.092, H127 1.090
124 C 7.89 6.83 5.01  C123 1.515, H128 1.091, H129 1.091, H130 1.091
125 C 6.83 5.42 7.81  C121 1.508, H131 1.090, H132 1.089, H133 1.088
126 H 5.80 6.67 5.60  C123 1.092
127 H 6.16 6.10 3.99  C123 1.090
128 H 8.32 6.88 6.01  C124 1.091
129 H 7.80 7.85 4.62  C124 1.091
130 H 8.60 6.29 4.38  C124 1.091
131 H 7.88 5.49 8.08  C125 1.090
132 H 6.25 5.10 8.68  C125 1.089
133 H 6.45 6.41 7.54  C125 1.088

---

Entry 3:
Density functional theory data (ωB97M-V with the def2-TZVPD basis set) for a cluster of 13 separate species, C23H72O14 in total.

- total charge = -1
- multiplicity = 2
- energy above the lowest of the compared OMol25 structures with the same formula, charge and spin (kcal per mole) = 21.00

Bonds (Å) are listed after each position.
Atoms and positions in Å:
1 O -2.90 -1.43 4.10  H2 0.957, H3 0.957
2 H -2.24 -0.76 4.27  O1 0.957
3 H -3.72 -0.95 4.07  O1 0.957
4 O -4.62 0.18 1.90  H5 0.957, H6 0.957
5 H -5.08 -0.59 2.26  O4 0.957
6 H -3.78 -0.16 1.59  O4 0.957
7 O -0.46 4.50 -1.02  H8 0.957, H9 0.957
8 H -0.13 3.60 -0.99  O7 0.957
9 H 0.33 5.04 -1.05  O7 0.957
10 O -2.51 -1.99 -2.61  H11 0.957, H12 0.957
11 H -3.00 -2.30 -3.37  O10 0.957
12 H -1.60 -1.99 -2.89  O10 0.957
13 O -1.20 0.54 4.98  H14 0.957, H15 0.957
14 H -0.26 0.61 4.80  O13 0.957
15 H -1.27 0.60 5.93  O13 0.957
16 C 3.73 -0.91 -2.40  C17 1.628, O19 1.397, H20 1.090, H21 1.090
17 C 5.27 -0.64 -2.83  C16 1.628, O18 1.424, H22 1.090, H23 1.090
18 O 6.11 -1.79 -2.70  C17 1.424, H24 0.960
19 O 3.07 -1.54 -3.47  C16 1.397, H25 0.960
20 H 3.27 0.06 -2.22  C16 1.090
21 H 3.58 -1.38 -1.43  C16 1.090
22 H 5.76 0.17 -2.29  C17 1.090
23 H 5.24 -0.43 -3.90  C17 1.090
24 H 5.58 -2.58 -2.86  O18 0.960
25 H 2.89 -0.80 -4.06  O19 0.960
26 C 0.51 0.20 -0.82  C27 1.556, H30 1.090, H31 1.090, H32 1.090
27 C -0.87 0.20 -0.10  C26 1.556, C28 1.507, O29 1.299, H33 1.090
28 C -0.83 0.86 1.25  C27 1.507, H34 1.090, H35 1.090, H36 1.090
29 O -1.82 0.81 -0.74  C27 1.299, H37 0.960
30 H 0.85 1.22 -0.97  C26 1.090
31 H 0.42 -0.39 -1.73  C26 1.090
32 H 1.27 -0.26 -0.18  C26 1.090
33 H -1.26 -0.79 0.14  C27 1.090
34 H -1.79 0.76 1.77  C28 1.090
35 H -0.61 1.92 1.19  C28 1.090
36 H -0.03 0.44 1.85  C28 1.090
37 H -2.15 0.22 -1.42  O29 0.960
38 C 0.16 -3.77 0.59  C39 1.484, H42 1.090, H43 1.090, H44 1.090
39 C -0.71 -4.40 -0.44  C38 1.484, C40 1.571, O41 1.412, H45 1.090
40 C -0.23 -5.80 -0.97  C39 1.571, H46 1.090, H47 1.090, H48 1.090
41 O -1.91 -4.77 0.21  C39 1.412, H49 0.960
42 H -0.34 -2.95 1.12  C38 1.090
43 H 0.97 -3.15 0.20  C38 1.090
44 H 0.54 -4.44 1.35  C38 1.090
45 H -1.04 -3.70 -1.20  C39 1.090
46 H -0.11 -6.54 -0.18  C40 1.090
47 H 0.70 -5.65 -1.51  C40 1.090
48 H -0.99 -6.21 -1.64  C40 1.090
49 H -1.66 -4.66 1.13  O41 0.960
50 C 2.06 3.32 2.37  C51 1.474, H54 1.090, H55 1.090, H56 1.090
51 C 3.05 2.24 2.48  C50 1.474, C52 1.528, O53 1.425, H57 1.090
52 C 4.28 2.55 1.63  C51 1.528, H58 1.090, H59 1.090, H60 1.090
53 O 3.45 2.28 3.85  C51 1.425, H61 0.960
54 H 1.19 3.03 2.96  C50 1.090
55 H 1.97 3.69 1.35  C50 1.090
56 H 2.40 4.24 2.86  C50 1.090
57 H 2.65 1.30 2.10  C51 1.090
58 H 4.78 3.48 1.89  C52 1.090
59 H 4.02 2.53 0.57  C52 1.090
60 H 5.00 1.74 1.73  C52 1.090
61 H 4.41 2.33 3.84  O53 0.960
62 C 3.29 -1.36 4.33  C63 1.512, H66 1.090, H67 1.090, H68 1.090
63 C 1.81 -1.08 4.27  C62 1.512, C64 1.485, O65 1.469, H69 1.090
64 C 0.97 -2.19 4.79  C63 1.485, H70 1.090, H71 1.090, H72 1.090
65 O 1.43 0.18 4.92  C63 1.469, H73 0.960
66 H 3.49 -1.48 5.39  C62 1.090
67 H 3.92 -0.50 4.12  C62 1.090
68 H 3.71 -2.24 3.82  C62 1.090
69 H 1.42 -0.96 3.26  C63 1.090
70 H 0.73 -2.98 4.08  C64 1.090
71 H -0.03 -1.78 4.97  C64 1.090
72 H 1.26 -2.55 5.78  C64 1.090
73 H 2.13 0.84 4.97  O65 0.960
74 C 1.40 -4.20 -4.92  C75 1.618, H78 1.090, H79 1.090, H80 1.090
75 C -0.03 -3.46 -4.76  C74 1.618, C76 1.516, O77 1.396, H81 1.090
76 C -1.14 -4.46 -4.49  C75 1.516, H82 1.090, H83 1.090, H84 1.090
77 O 0.05 -2.61 -3.66  C75 1.396, H85 0.960
78 H 1.53 -4.94 -4.13  C74 1.090
79 H 2.24 -3.51 -4.86  C74 1.090
80 H 1.43 -4.75 -5.86  C74 1.090
81 H -0.41 -2.91 -5.62  C75 1.090
82 H -1.24 -4.81 -3.47  C76 1.090
83 H -1.15 -5.33 -5.14  C76 1.090
84 H -2.03 -3.86 -4.68  C76 1.090
85 H 0.95 -2.26 -3.65  O77 0.960
86 C -2.55 1.94 -4.37  C87 1.522, H90 1.090, H91 1.090, H92 1.090
87 C -3.44 0.75 -4.73  C86 1.522, C88 1.604, O89 1.455, H93 1.090
88 C -4.89 1.24 -5.21  C87 1.604, H94 1.090, H95 1.090, H96 1.090
89 O -2.79 0.13 -5.87  C87 1.455, H97 0.960
90 H -2.72 2.76 -5.06  C86 1.090
91 H -1.48 1.73 -4.34  C86 1.090
92 H -2.79 2.33 -3.38  C86 1.090
93 H -3.47 0.06 -3.89  C87 1.090
94 H -5.33 1.93 -4.48  C88 1.090
95 H -5.50 0.40 -5.55  C88 1.090
96 H -4.79 1.82 -6.12  C88 1.090
97 H -3.37 -0.56 -6.20  O89 0.960
98 C -2.34 7.26 3.55  C99 1.511, H102 1.090, H103 1.090, H104 1.090
99 C -1.59 5.95 3.48  C98 1.511, C100 1.527, O101 1.450, H105 1.090
100 C -2.39 4.73 3.06  C99 1.527, H106 1.090, H107 1.090, H108 1.090
101 O -0.50 6.21 2.55  C99 1.450, H109 0.960
102 H -3.25 7.41 2.96  C98 1.090
103 H -1.68 8.08 3.25  C98 1.090
104 H -2.75 7.42 4.54  C98 1.090
105 H -0.99 5.66 4.34  C99 1.090
106 H -1.77 3.86 2.86  C100 1.090
107 H -3.03 4.91 2.20  C100 1.090
108 H -3.03 4.44 3.90  C100 1.090
109 H 0.33 5.76 2.71  O101 0.960

---

Number 1: F_max 2.4 eV/Å. Number 2: F_max 3.0 eV/Å. Number 3: F_max 5.9 eV/Å.